C8H8O2S | ωB97M-V with the def2-TZVPD basis set

The energy above the lowest of the compared OMol25 structures with the same formula, charge and spin comes out at 3.245 eV. Its structure (SMILES) is CSc1ccc(C(=O)O)cc1. Its highest occupied orbital energy is -8.6 eV. The frontier orbital gap comes out at 8.68 eV. The calculation puts the total energy at -23353.0392 eV.

Each line ends with the Mulliken charge.
Element x y z (Å)
C -3.58636 0.84379 0.10699  -0.666
C -1.23127 -0.60875 -0.23412  0.502
C -0.37002 -1.64975 -0.04590  -0.289
C 1.06911 -1.52221 0.06723  -0.403
C 1.72096 -0.36760 0.06155  0.445
C 0.91177 0.84558 -0.09903  -0.676
C -0.49591 0.62021 -0.29985  -0.333
C 3.15105 -0.20766 -0.13618  0.524
H -2.93256 1.89324 -0.34374  0.246
H -4.74808 0.73226 -0.46370  0.256
H -3.67058 1.02322 1.23853  0.258
H -0.71879 -2.64341 0.30757  0.269
H 1.70692 -2.48580 0.47522  0.174
H 1.33507 1.80246 0.00094  0.442
H -0.90095 1.60803 -0.46281  0.025
H 4.33009 0.97242 0.10057  0.296
O 3.46862 1.06661 0.07271  -0.384
O 3.98410 -1.13624 -0.22510  -0.601
S -3.02313 -0.78640 -0.12087  -0.085


C8H8O3 | ωB97M-V with the def2-TZVPD basis set

The energy above the lowest of the compared OMol25 structures with the same formula, charge and spin comes out at 3.939 eV. Its structure (SMILES) is Cc1ccc(C(=O)O)c(O)c1. Its highest occupied orbital energy is -8.7 eV. The frontier orbital gap comes out at 9.39 eV. The calculation puts the total energy at -14564.8096 eV.

Each line ends with the Mulliken charge.
Element x y z (Å)
C 3.07494 -0.00740 0.08098  -1.053
C 1.64427 -0.00801 -0.02518  0.883
C 0.88609 -1.32222 -0.30047  -0.970
C -0.48066 -1.33875 -0.28524  -1.044
C -1.21308 -0.16022 -0.17873  0.668
C -2.68856 -0.20850 -0.03923  0.366
C -0.58976 1.03203 -0.03064  0.505
C 0.82743 1.11504 0.16583  -0.849
H 3.59690 -0.78920 -0.80248  0.268
H 3.64753 1.04052 -0.11507  0.305
H 3.32724 -0.21576 1.18120  0.245
H 1.38936 -2.15621 -0.36064  0.570
H -0.93795 -2.10574 -0.27285  0.931
H -4.15278 -0.84588 0.52125  0.370
H -1.98168 2.14548 0.00893  0.191
H 1.45620 2.13459 0.31800  0.172
O -3.19357 -1.14968 0.68105  -0.443
O -3.42672 0.63608 -0.63999  -0.677
O -1.18520 2.20381 0.09329  -0.439


C8H8O3S | ωB97M-V with the def2-TZVPD basis set

The energy above the lowest of the compared OMol25 structures with the same formula, charge and spin comes out at 3.509 eV. Its highest occupied orbital energy is -8.0 eV. The frontier orbital gap comes out at 7.72 eV. The calculation puts the total energy at -25399.3901 eV.

Each line ends with the Mulliken charge.
Element x y z (Å)
C -0.80148 3.85781 -0.37475  -0.426
C -1.42797 2.75635 0.23509  -0.770
C 0.32574 3.44844 -1.01994  -0.202
C -0.71391 1.53112 0.09514  0.050
C -1.08267 0.20621 0.46168  0.648
C 0.50365 -1.08721 0.16893  -0.229
C 0.39473 -2.28256 0.67412  1.000
C 1.09984 -3.47054 0.06100  -1.151
O -0.37551 -2.69959 1.67971  -0.537
O -2.07366 -0.30227 0.89483  -0.541
O 1.19033 -0.72708 -0.96382  -0.533
S 0.73256 1.75594 -0.82417  0.089
H -1.01795 4.87090 -0.42573  0.459
H -2.26307 2.87233 0.83183  0.488
H 0.99591 4.02444 -1.79642  0.271
H 0.53752 -4.39200 0.48600  0.327
H 1.16038 -3.36262 -1.07593  0.227
H 2.22244 -3.54809 0.25917  0.256
H -0.89511 -1.97221 2.12736  0.319
H 1.48823 -1.47938 -1.49410  0.253


C8H8OS | ωB97M-V with the def2-TZVPD basis set

The energy above the lowest of the compared OMol25 structures with the same formula, charge and spin comes out at 2.595 eV. Its highest occupied orbital energy (alpha / beta) is -7.9 / -7.9 eV. The frontier orbital gap (alpha / beta) comes out at 7.68 / 7.68 eV. The calculation puts the total energy at -21304.0141 eV.

Each line ends with the Mulliken charge.
Element x y z (Å)
C 0.30078 0.71744 1.39375  -0.363
C 0.06564 1.64302 0.43086  -0.865
C 0.78795 -0.67623 1.11832  -0.452
C 0.55726 1.52779 -0.86918  -0.184
C -0.13121 -1.35245 -0.00387  -0.015
C -1.47552 -0.98087 -0.43506  -0.634
C 1.20827 -0.70770 -0.34314  0.138
C 1.25006 0.41932 -1.26233  -0.644
O -3.75561 0.11783 0.05979  -0.622
S -2.33697 0.29857 0.24964  0.501
H 0.14140 0.94797 2.51562  0.218
H -0.25528 2.52786 0.79295  0.581
H 1.31634 -1.27812 1.81308  0.436
H 0.36634 2.31322 -1.63583  0.318
H -0.03921 -2.46689 -0.12608  0.354
H -1.77619 -1.82628 -0.98034  0.384
H 1.94179 -1.45264 -0.55882  0.461
H 1.83417 0.22815 -2.15936  0.387


C8H8OS | ωB97M-V with the def2-TZVPD basis set

The energy above the lowest of the compared OMol25 structures with the same formula, charge and spin comes out at 2.213 eV. The spin multiplicity is 3. Its highest occupied orbital energy (alpha / beta) is -5.7 / -9.0 eV. The frontier orbital gap (alpha / beta) comes out at 6.57 / 6.44 eV. The calculation puts the total energy at -21302.7627 eV. Its expectation value of S² is 2.01.

Each line ends with the Mulliken charge.
Element x y z (Å)
C 0.61337 -1.56047 -1.52619  -0.210
C 1.39030 -0.40777 -1.09716  -0.265
C -0.62794 -1.76258 -1.08429  -0.611
C -0.72403 1.02964 1.53244  -0.478
C 0.07192 2.08127 1.46813  -0.545
C 1.01250 0.28392 -0.03349  -0.251
C -1.29503 -0.85426 -0.08778  -0.694
C -0.27698 -0.21653 0.84889  0.430
O 1.67886 2.80002 -0.51850  -0.590
S 1.65501 1.84894 0.59967  0.311
H 1.06239 -2.21466 -2.25815  0.385
H 2.24432 -0.11659 -1.69332  0.391
H -1.23564 -2.56473 -1.47787  0.391
H -1.68077 1.03967 2.03276  0.373
H -0.11993 3.05488 1.88311  0.417
H -1.82771 -0.06927 -0.63948  0.328
H -2.03697 -1.41422 0.48739  0.337
H 0.09634 -0.95726 1.56383  0.281


C8H8S2Si | ωB97M-V with the def2-TZVPD basis set

The energy above the lowest of the compared OMol25 structures with the same formula, charge and spin comes out at 0.058 eV. Its structure (SMILES) is C1=C[C@]23C=CS[C@]2(C=CS3)[SiH2]1. Its highest occupied orbital energy is -7.9 eV. The frontier orbital gap comes out at 8.69 eV. The calculation puts the total energy at -37971.9072 eV.

Each line ends with the Mulliken charge.
Element x y z (Å)
C 0.23475 1.29540 1.24999  -0.417
C -0.90269 -0.91679 1.58823  -0.697
C -0.59817 -0.19971 -1.88297  -0.764
C 1.45342 1.50753 0.76253  -0.586
C -0.51730 -2.12643 1.19587  -0.221
C -1.73225 0.46381 -1.68847  -0.146
C -0.62833 0.22525 0.69388  0.473
C 0.26079 -0.50113 -0.73189  0.353
Si 1.95045 0.39212 -0.66622  0.188
S -2.14681 0.94350 -0.06238  -0.144
S 0.31717 -2.28428 -0.32535  -0.159
H -0.19541 1.88416 2.05197  0.375
H -1.42453 -0.75368 2.51780  0.355
H -0.28168 -0.52427 -2.86208  0.367
H 2.07921 2.28903 1.16827  0.460
H -0.65415 -3.04464 1.74061  0.397
H -2.43370 0.75706 -2.45016  0.409
H 2.18075 1.13727 -1.90367  -0.126
H 3.03850 -0.54419 -0.39599  -0.117


C8H9BN2O2 | ωB97M-V with the def2-TZVPD basis set

The energy above the lowest of the compared OMol25 structures with the same formula, charge and spin comes out at 2.399 eV. Its highest occupied orbital energy is -7.6 eV. The frontier orbital gap comes out at 7.46 eV. The calculation puts the total energy at -16193.8131 eV.

Each line ends with the Mulliken charge.
Element x y z (Å)
B 0.03909 1.36723 -1.48228  0.657
C 0.21448 -1.85642 3.55507  -0.411
C 0.61632 -0.54551 3.28689  -0.760
C -0.07596 -2.74591 2.54205  -0.629
C 0.73410 -0.07690 1.99390  -0.774
C 0.01965 -2.01661 -0.86842  -0.242
C 0.01858 -2.29250 1.23299  0.680
C 0.42061 -0.95308 0.96305  0.762
C -0.58526 1.84344 -3.87697  -0.536
N -0.21751 -2.92763 0.04091  -0.778
N 0.43630 -0.82853 -0.39541  -0.431
O 0.09301 2.24206 -0.52585  -0.407
O -0.16082 1.14440 -2.71543  -0.181
H 0.14292 -2.17213 4.58587  0.362
H 0.84138 0.11190 4.11431  0.358
H -0.37013 -3.76355 2.74360  0.405
H 1.08530 0.93188 1.79855  0.357
H -0.08475 -2.20178 -1.92282  0.405
H -0.44704 2.91756 -3.75992  0.298
H -1.63974 1.61506 -4.04399  0.274
H 0.00571 1.47210 -4.71526  0.239
H 0.25252 1.98402 0.38737  0.349


C8H9BO3 | ωB97M-V with the def2-TZVPD basis set

The energy above the lowest of the compared OMol25 structures with the same formula, charge and spin comes out at 2.278 eV. Its structure (SMILES) is c1ccc2cocc2c1.OBO. Its highest occupied orbital energy is -7.7 eV. The frontier orbital gap comes out at 8.07 eV. The calculation puts the total energy at -15260.6755 eV.

Each line ends with the Mulliken charge.
Element x y z (Å)
B -1.96735 0.72551 1.92139  0.569
C 2.19050 0.91859 -1.19913  -0.461
C 1.70098 0.64037 -2.48058  -0.533
C 1.58720 0.53560 -0.07011  -0.495
C 0.77788 -0.42097 -2.64997  -0.625
C 0.56801 -0.37437 -0.15537  1.247
C 0.16470 -0.91774 -1.42540  0.489
C 0.05302 -1.28144 0.79717  -1.126
C -0.80451 -1.85952 -1.12604  -0.549
O -0.81895 -2.09926 0.14659  -0.241
O -1.19323 1.80911 2.33601  -0.548
O -2.23028 -0.33183 2.69967  -0.514
H 2.83678 1.82796 -1.06341  0.276
H 2.24988 0.88949 -3.34460  0.409
H 1.80935 0.82534 0.93407  0.401
H 0.35633 -0.56301 -3.66454  0.310
H 0.15578 -1.49217 1.82935  0.607
H -2.19518 0.65258 0.76049  -0.110
H -1.20585 -2.74876 -1.79664  0.264
H -1.08524 1.93468 3.27163  0.301
H -2.22225 -1.05353 2.09711  0.327


C8H9BrO2 | ωB97M-V with the def2-TZVPD basis set

The energy above the lowest of the compared OMol25 structures with the same formula, charge and spin comes out at 2.888 eV. Its structure (SMILES) is CO\C(Br)=C/C=C\C=C/C=O. Its highest occupied orbital energy is -8.7 eV. The frontier orbital gap comes out at 8.40 eV. The calculation puts the total energy at -82575.4416 eV.

Each line ends with the Mulliken charge.
Element x y z (Å)
C -0.80097 -0.93471 1.28364  -0.313
C 0.47348 -1.02767 1.69769  -0.587
C -1.25375 0.15367 0.49138  0.406
C 1.55465 0.05558 1.62149  -0.392
C -3.13719 -0.97766 -0.77411  -0.094
C -2.28284 0.15002 -0.40023  -0.326
C 1.88552 0.66813 0.47576  0.222
C 1.89586 0.85258 -1.98531  -0.881
O -4.02333 -0.99935 -1.58891  -0.473
O 1.57426 0.15646 -0.79566  -0.234
Br 3.10347 2.11567 0.56041  -0.154
H -1.52576 -1.84585 1.27791  0.102
H 0.74875 -1.80238 2.35149  0.489
H -0.81209 1.17140 0.72254  0.349
H 1.98614 0.17089 2.60517  0.402
H -3.06987 -1.89751 0.00537  0.123
H -2.43488 1.16965 -0.68014  0.359
H 1.81884 0.11673 -2.73821  0.262
H 3.06074 1.06615 -2.09857  0.337
H 1.23898 1.63819 -2.03173  0.402


C8H9BrOSi | ωB97M-V with the def2-TZVPD basis set

The energy above the lowest of the compared OMol25 structures with the same formula, charge and spin comes out at 2.849 eV. Its highest occupied orbital energy (alpha / beta) is -8.9 / -7.9 eV. The frontier orbital gap (alpha / beta) comes out at 8.15 / 7.74 eV. The calculation puts the total energy at -88405.7931 eV.

Each line ends with the Mulliken charge.
Element x y z (Å)
C -0.95559 0.21824 3.32828  -0.520
C 0.39435 0.52521 3.41037  -0.402
C -1.42897 -0.24647 2.08034  -0.370
C 1.27739 0.33866 2.32896  -0.337
C -0.56949 -0.42604 1.01384  -0.085
C 0.81330 -0.17971 1.12648  0.423
C -0.86248 -0.67542 -4.68033  -0.579
C -1.12946 -0.32096 -3.47199  -0.250
O 1.63787 -0.33972 0.00600  -0.191
Si 1.63616 0.36857 -1.43573  0.237
Br 1.63684 2.56297 -1.17498  -0.221
H -1.73036 -0.01440 4.01413  0.348
H 0.69879 0.78979 4.39568  0.356
H -2.44326 -0.54385 1.82590  0.335
H 2.30348 0.43875 2.62109  0.392
H -0.83829 -0.61850 -0.05478  0.146
H -1.39847 -0.65731 -5.50679  0.337
H 0.07244 -0.98712 -5.11170  0.201
H -1.98681 0.01942 -2.89071  0.270
H 2.87257 -0.25211 -1.82408  -0.088


C8H9CaN2O5S | ωB97M-V with the def2-TZVPD basis set

As for the charge: +1. The energy above the lowest of the compared OMol25 structures with the same formula, charge and spin comes out at 0.000 eV. Its highest occupied orbital energy (alpha / beta) is -9.4 / -9.4 eV. The frontier orbital gap (alpha / beta) comes out at 5.13 / 5.13 eV. The calculation puts the total energy at -50924.3546 eV.

Each line ends with the Mulliken charge.
Element x y z (Å)
O 6.49838 -2.48713 -1.89160  -0.163
C 5.53345 -1.84199 -1.87388  0.247
Ca 2.56502 -1.17627 -0.44032  1.410
C 1.33970 -0.51461 1.65608  -0.093
O 0.61586 -0.33910 2.53232  -0.051
C 2.51627 1.17408 -1.87468  -0.088
O 2.08057 2.10416 -2.42972  -0.282
C 1.62473 -2.18804 -2.62960  0.051
O 0.87066 -2.61380 -3.38783  -0.059
C 3.59419 0.97562 0.27232  -0.079
O 4.07662 1.95550 0.67090  -0.179
H 3.20222 0.34481 -2.31320  0.101
C -2.89977 -1.01884 1.77382  -0.885
N -2.63124 -0.73798 0.35734  -0.326
C -1.61244 0.09058 -0.02886  0.193
S -0.26048 -0.48679 -0.99189  -0.293
N -1.73815 1.38402 0.29833  -0.096
C -2.91969 1.94031 0.96001  -0.988
H -2.63589 -0.15193 2.39674  0.321
H -2.36802 -1.90665 2.14057  0.301
H -3.97773 -1.20194 1.85578  0.344
H -2.75370 -1.52197 -0.28356  0.291
H -1.06666 1.99976 -0.15226  0.282
H -2.67414 2.20070 1.99060  0.325
H -3.26277 2.83042 0.43314  0.331
H -3.71699 1.18705 0.95944  0.386


C8H9Cl3N4O2S2SbSe4SiTi | ωB97M-V with the def2-TZVPD basis set

As for the charge: -2. The energy above the lowest of the compared OMol25 structures with the same formula, charge and spin comes out at 7.943 eV. The spin multiplicity is 2. Its highest occupied orbital energy (alpha / beta) is -1.0 / -1.2 eV. The frontier orbital gap (alpha / beta) comes out at 4.68 / 4.86 eV. The calculation puts the total energy at -376656.6734 eV. Its expectation value of S² is 0.76.

Each line ends with the Mulliken charge.
Element x y z (Å)
Ti -0.19278 0.05398 -0.45535  0.453
Se 3.42008 -2.26471 4.19888  -0.682
Sb 1.70354 -0.80550 3.36906  0.189
Se 0.58195 -1.98626 -0.73022  -0.385
Se 0.91534 -1.03404 1.17485  0.160
Se 0.65485 -0.21182 5.51414  -0.759
N -0.97761 1.53211 2.95889  -0.026
C -1.53487 1.91259 1.81663  0.461
N -1.13683 1.55871 0.60352  0.606
C -1.89490 2.15251 -0.39222  0.115
C -2.84878 3.00606 0.06416  -0.608
S -2.85786 3.06769 1.79488  -0.313
C -1.65238 1.87684 -1.79100  -0.575
C -2.25135 2.48790 -2.85907  -0.578
S -1.59897 1.89479 -4.35610  -0.277
C -0.52870 0.86817 -3.41240  0.157
N -0.70775 0.96996 -2.14435  1.038
N 0.41565 0.04752 -3.97818  -0.380
H -1.36383 1.72767 3.87388  0.206
H -0.18831 0.87525 2.94523  -0.426
H -3.57369 3.53563 -0.51790  0.400
H -3.05013 3.19888 -2.87072  0.398
H 0.63033 0.20902 -4.94950  0.242
H 1.24472 -0.09971 -3.40569  0.204
C 2.59526 1.89352 1.08561  -0.775
C 1.96190 2.05746 -0.28665  0.674
O 1.94300 3.11418 -0.89536  -0.690
O 1.44743 0.97224 -0.78838  -0.337
H 3.33300 2.66340 1.28315  0.365
H 3.03403 0.88811 1.17123  0.216
H 1.79724 1.92818 1.83541  0.085
Cl -1.73511 -2.17933 -2.69652  -0.312
Si -1.67287 -2.01870 -0.53264  0.160
Cl -3.72665 0.01717 -1.08612  -0.609
Cl -2.24823 -4.01271 -0.02935  -0.399